{"formula": "C55H59BF4GeN2O2Ru", "method": "ωB97M-V/def2-TZVPD", "total_energy_ha": -4987.54021, "s_squared": 6.07, "multiplicity": 5, "charge": -2, "homo_ev": [-0.03, -2.38], "homo_lumo_gap_ev": [4.2, 6.5], "species": ["Ru", "C", "C", "C", "C", "C", "C", "C", "C", "C", "C", "C", "C", "N", "C", "C", "N", "C", "C", "C", "C", "C", "C", "C", "C", "C", "C", "C", "C", "C", "C", "C", "C", "C", "C", "C", "C", "C", "C", "H", "H", "H", "H", "H", "H", "H", "H", "H", "H", "H", "H", "H", "H", "H", "H", "H", "H", "H", "H", "H", "H", "H", "H", "H", "H", "H", "H", "H", "H", "H", "H", "H", "H", "H", "H", "H", "H", "H", "H", "O", "H", "H", "O", "H", "H", "F", "B", "F", "F", "F", "C", "Ge", "C", "C", "C", "C", "C", "C", "C", "C", "C", "C", "C", "C", "C", "C", "C", "C", "C", "C", "H", "H", "H", "H", "H", "H", "H", "H", "H", "H", "H", "H", "H", "H", "H"], "positions_angstrom": [[0.53987, -0.07382, 0.66344], [2.69933, 0.19850, 2.95857], [3.77515, -0.87982, 2.95681], [5.11723, -0.28851, 2.51068], [3.44726, -2.10826, 2.12852], [3.81807, -3.32934, 2.67664], [3.61705, -4.52632, 2.01729], [3.00906, -4.50830, 0.77739], [2.61964, -3.31971, 0.18937], [1.94933, -3.35256, -1.16294], [2.97147, -3.66970, -2.25753], [0.80738, -4.36682, -1.21142], [2.84652, -2.09338, 0.85150], [2.40428, -0.92183, 0.24071], [3.14038, -0.24865, -0.63429], [2.56560, 0.85184, -1.39835], [1.26599, 1.19427, -1.29151], [0.66225, 1.74868, -2.41281], [0.62025, 0.99868, -3.61826], [0.06134, 1.53952, -4.76280], [-0.49284, 2.80499, -4.77083], [-0.48919, 3.52822, -3.59371], [0.07367, 3.03577, -2.42838], [0.04546, 3.93626, -1.21841], [1.45491, 4.21036, -0.69602], [-0.86438, 3.33094, -0.15429], [1.11176, -0.42934, -3.68353], [2.32632, -0.58269, -4.60147], [-0.02467, -1.36532, -4.10841], [3.59744, 1.39004, -2.22788], [3.72103, 2.47650, -3.10730], [4.95363, 2.71120, -3.69810], [6.07011, 1.90640, -3.48834], [5.98872, 0.79943, -2.61882], [7.00225, -0.13049, -2.29889], [6.74544, -1.17342, -1.41581], [5.52151, -1.34672, -0.78414], [4.49806, -0.43315, -1.06144], [4.75328, 0.59589, -1.99779], [2.89060, 0.93617, 3.73625], [1.71321, -0.24179, 3.14336], [2.67558, 0.72516, 1.99838], [3.89191, -1.22842, 3.99345], [5.06579, 0.03837, 1.47381], [5.90506, -1.03690, 2.59409], [5.37326, 0.56399, 3.13994], [4.27833, -3.34677, 3.65763], [3.91573, -5.46444, 2.46952], [2.83032, -5.43541, 0.25176], [1.52319, -2.36267, -1.35830], [3.40698, -4.65460, -2.08902], [3.77736, -2.93823, -2.26894], [2.48186, -3.67464, -3.23085], [1.18148, -5.38589, -1.14692], [0.26662, -4.26719, -2.15028], [0.10915, -4.21336, -0.39647], [0.05900, 0.96144, -5.67825], [-0.91941, 3.22142, -5.67525], [-0.92010, 4.52327, -3.58075], [-0.38040, 4.90380, -1.52360], [1.97452, 3.27340, -0.52755], [1.40690, 4.76170, 0.24007], [2.02878, 4.78485, -1.42360], [-0.54317, 2.31032, 0.07297], [-1.88984, 3.29164, -0.51583], [-0.83783, 3.91785, 0.75972], [1.41724, -0.73109, -2.68193], [2.07557, -0.33567, -5.63236], [2.69098, -1.60859, -4.57222], [3.13001, 0.07303, -4.27530], [-0.30904, -1.20380, -5.14785], [-0.89459, -1.19510, -3.47746], [0.28408, -2.40459, -4.00115], [2.88205, 3.12223, -3.32636], [5.05601, 3.56180, -4.36496], [7.00663, 2.12938, -3.98581], [7.98519, -0.03896, -2.74729], [7.53936, -1.88335, -1.20379], [5.36818, -2.17386, -0.10434], [-1.42591, -0.85134, -0.81364], [-1.96189, -0.72794, -0.01552], [-1.24250, -1.79971, -0.84946], [1.58089, 3.08042, 2.29384], [0.85246, 2.43456, 2.31653], [2.06214, 2.88503, 1.48486], [-1.45995, -3.86231, 2.56232], [-1.53404, -2.87223, 1.63223], [-2.45228, -1.89021, 1.97351], [-1.89444, -3.41501, 0.40183], [-0.27457, -2.23077, 1.46704], [-0.55074, 0.79817, 1.93705], [-1.21849, 0.30865, 3.69807], [-3.03012, 1.09015, 4.15390], [-4.18499, 0.63818, 3.52645], [-5.43818, 1.08617, 3.91212], [-5.56103, 2.01388, 4.93384], [-4.42090, 2.48008, 5.56562], [-3.17655, 2.01366, 5.17958], [-1.29767, -1.44858, 4.70616], [-0.23599, -2.34069, 4.70033], [-0.28566, -3.51175, 5.43688], [-1.40616, -3.81156, 6.19200], [-2.48045, -2.93969, 6.18990], [-2.42103, -1.77217, 5.45124], [-0.06024, 1.37818, 4.95784], [0.70994, 0.79740, 5.95496], [1.50459, 1.56342, 6.78988], [1.53803, 2.93877, 6.64361], [0.77466, 3.53616, 5.65588], [-0.00974, 2.76051, 4.82496], [-4.08827, -0.09517, 2.74002], [-6.32964, 0.69996, 3.42874], [-6.53888, 2.36939, 5.23965], [-4.50453, 3.20030, 6.37203], [-2.29488, 2.36965, 5.69091], [0.63568, -2.13211, 4.09452], [0.54992, -4.20024, 5.41555], [-1.44937, -4.72679, 6.77239], [-3.37172, -3.17290, 6.76221], [-3.26485, -1.09647, 5.45427], [0.68948, -0.27741, 6.07935], [2.11146, 1.08918, 7.55250], [2.16365, 3.54269, 7.29086], [0.80323, 4.60970, 5.52915], [-0.60079, 3.22959, 4.05128]], "lowdin_charge": [1.13, -0.09, -0.35, -0.05, -0.14, -0.06, -0.09, -0.05, -0.14, -0.36, -0.05, -0.05, -0.18, -0.07, -0.20, -0.22, 0.04, -0.17, -0.13, -0.06, -0.10, -0.06, -0.15, -0.37, -0.06, -0.08, -0.36, -0.04, -0.06, -0.14, -0.05, -0.13, -0.08, -0.20, -0.07, -0.13, -0.07, -0.13, -0.10, 0.08, 0.04, 0.05, 0.13, 0.07, 0.08, 0.08, 0.10, 0.09, 0.10, 0.11, 0.07, 0.07, 0.06, 0.07, 0.07, 0.07, 0.10, 0.09, 0.10, 0.12, 0.05, 0.07, 0.08, 0.00, 0.08, 0.07, 0.10, 0.07, 0.07, 0.07, 0.07, 0.07, 0.06, 0.09, 0.08, 0.08, 0.08, 0.08, 0.10, -0.08, 0.02, 0.03, -0.09, -0.04, 0.01, 0.18, -1.36, 0.12, 0.12, 0.06, -0.32, 0.94, -0.26, -0.11, -0.10, -0.12, -0.10, -0.11, -0.26, -0.13, -0.09, -0.11, -0.10, -0.10, -0.28, -0.11, -0.10, -0.11, -0.09, -0.15, 0.09, 0.09, 0.09, 0.09, 0.08, 0.10, 0.10, 0.09, 0.09, 0.09, 0.09, 0.09, 0.09, 0.10, 0.10]}